The following is a quantum chemistry calculation of a 9-piece molecular cluster, C29H73N2O28P7 overall, from OMol25.

The geometry in ORCA input format:
```
! RIJCOSX wB97M-V def2-TZVPD def2/J DEFGRID3
* xyz 0 1
C -22.563 3.527 16.554
O -22.540 4.964 16.499
P -23.913 5.810 16.213
O -24.826 5.365 15.122
O -24.591 5.868 17.653
C -25.686 6.730 17.893
O -23.476 7.370 16.116
C -23.593 7.934 14.808
H -21.675 2.955 16.282
H -23.415 3.126 16.006
H -22.809 3.206 17.566
H -26.518 6.492 17.231
H -25.391 7.777 17.967
H -26.067 6.456 18.877
H -24.569 8.419 14.791
H -23.358 7.319 13.939
H -23.099 8.893 14.647
C -33.616 -5.786 10.050
O -33.958 -6.747 9.031
P -33.577 -8.336 9.213
O -33.809 -8.964 10.506
O -31.987 -8.425 8.699
C -31.041 -8.216 9.662
O -34.355 -9.014 7.968
C -34.218 -10.488 7.690
H -33.023 -4.911 9.781
H -32.995 -6.291 10.790
H -34.561 -5.418 10.451
H -30.960 -8.987 10.429
H -31.349 -7.474 10.399
H -30.104 -7.799 9.295
H -35.179 -11.001 7.658
H -33.652 -10.989 8.476
H -33.575 -10.580 6.814
C -17.995 0.187 11.992
O -18.055 -1.220 12.039
P -16.658 -2.055 12.279
O -15.429 -1.269 12.080
O -16.823 -3.405 11.287
C -17.762 -3.510 10.203
O -16.920 -2.762 13.719
C -16.240 -4.032 14.030
H -17.749 0.717 11.072
H -17.314 0.591 12.742
H -18.936 0.600 12.358
H -18.534 -2.746 10.295
H -18.212 -4.487 10.383
H -17.227 -3.534 9.253
H -15.467 -4.426 13.371
H -17.058 -4.751 14.082
H -15.713 -3.957 14.981
C -19.302 0.726 6.068
O -18.837 0.397 4.783
P -19.678 0.842 3.447
O -19.841 2.327 3.215
O -19.017 0.064 2.182
C -19.459 -1.243 1.820
O -21.155 0.115 3.812
C -22.205 0.988 4.308
H -20.285 0.315 6.302
H -19.369 1.800 6.240
H -18.598 0.280 6.771
H -20.548 -1.190 1.827
H -19.149 -1.996 2.545
H -19.341 -1.484 0.764
H -21.960 1.325 5.316
H -23.112 0.384 4.304
H -22.343 1.880 3.696
C -31.036 -0.279 13.493
O -31.368 0.995 14.092
P -32.632 1.280 15.086
O -33.936 0.958 14.549
O -32.175 0.290 16.277
C -32.631 0.523 17.628
O -32.344 2.762 15.531
C -33.267 3.493 16.369
H -30.522 -0.977 14.155
H -30.517 -0.012 12.573
H -31.919 -0.882 13.280
H -32.413 -0.372 18.211
H -33.672 0.838 17.703
H -32.117 1.403 18.015
H -33.461 4.455 15.894
H -32.778 3.682 17.325
H -34.270 3.072 16.443
C -27.131 -2.999 9.033
O -26.075 -2.151 9.488
P -24.597 -2.755 9.420
O -24.587 -4.174 9.763
O -23.929 -2.355 8.046
C -23.657 -3.340 7.059
O -23.847 -1.840 10.532
C -24.188 -0.506 10.825
H -26.965 -3.488 8.072
H -27.962 -2.344 8.773
H -27.262 -3.648 9.898
H -23.510 -4.282 7.586
H -22.906 -3.068 6.317
H -24.584 -3.525 6.515
H -25.253 -0.364 10.638
H -23.562 0.151 10.221
H -24.032 -0.325 11.889
C -21.153 -9.384 6.078
O -20.860 -9.465 4.621
P -19.289 -9.610 4.293
O -18.599 -10.806 4.865
O -19.316 -9.647 2.703
C -19.345 -10.850 2.010
O -18.589 -8.106 4.504
C -17.169 -8.041 4.530
H -20.360 -9.185 6.799
H -21.565 -10.379 6.248
H -22.040 -8.793 6.302
H -18.642 -11.526 2.495
H -18.928 -10.815 1.004
H -20.294 -11.386 1.992
H -16.708 -9.021 4.400
H -16.811 -7.699 5.501
H -16.966 -7.275 3.782
N -22.402 -8.242 12.298
C -23.038 -9.441 12.400
C -22.392 -10.180 13.397
C -21.510 -9.456 14.069
C -21.356 -8.215 13.324
H -22.656 -7.465 11.706
H -23.950 -9.614 11.848
H -22.830 -11.125 13.682
H -21.060 -9.753 15.005
H -20.796 -7.293 13.360
N -23.750 7.255 7.897
C -22.598 7.520 7.235
C -22.050 6.257 7.095
C -22.669 5.296 7.871
C -23.838 5.967 8.281
H -24.403 7.974 8.175
H -22.154 8.440 6.885
H -21.129 6.161 6.539
H -22.541 4.274 8.193
H -24.641 5.505 8.838
*
```

## Properties
Largest force on an atom (Eh/bohr): 0.1080
SMILES: COP(=O)(OC)OC.COP(=O)(OC)OC.COP(=O)(OC)OC.COP(=O)(OC)OC.COP(=O)(OC)OC.COP(=O)(OC)OC.COP(=O)(OC)OC.c1cc[nH]c1.c1cc[nH]c1
E_HOMO (Eh): -0.2881